No. 1
Entry from the Open Molecules 2025 dataset: C3H3FN2S in the gas phase at a distorted geometry (ωB97M-V/def2-TZVPD).

```
! RIJCOSX wB97M-V def2-TZVPD def2/J DEFGRID3
* xyz 0 3
S -1.6739 -1.9439 1.2598
F -2.3667 -0.6830 2.1609
N 0.7048 1.0189 -0.5741
N 0.5984 -1.2470 -0.5670
C 1.2462 -0.2107 -1.0387
C -0.3733 -0.7040 0.2670
C -0.3860 0.6484 0.2487
H 1.0792 1.9216 -0.6498
H -0.9941 1.4875 0.5655
H 2.1654 -0.2878 -1.6722
*
```

Kohn-Sham gap (spin up / spin down) = 7.39 / 7.58 eV
Energy above the lowest of the compared OMol25 structures with the same formula, charge and spin = 0.00 kJ/mol
E_HOMO (spin up / spin down) = -6.75 / -9.70 eV
LUMO (spin up / spin down) = 0.6337 / -2.1179 eV

These are the natural (NBO) partial charges, in e, on atoms 1 to 5: 0.66, -0.57, -0.54, -0.46, 0.18

---

No. 2
Entry from the Open Molecules 2025 dataset: a molecular structure, C3H3FO at a distorted geometry (ωB97M-V/def2-TZVPD).

```
! RIJCOSX wB97M-V def2-TZVPD def2/J DEFGRID3
* xyz 0 1
F -0.9389 0.3378 -2.1767
O -2.9245 -1.1610 -0.5915
C 0.4426 0.6853 -0.3451
C -0.4888 0.0003 -0.9646
C -1.8161 -1.1645 -0.2110
H 0.7804 0.4541 0.6450
H -1.3267 -1.8126 0.5262
H 0.9245 1.5110 -0.8550
*
```

Kohn-Sham gap = 10.52 eV
Energy above the lowest of the compared OMol25 structures with the same formula, charge and spin = 134.64 kJ/mol
E_HOMO = -10.03 eV
LUMO = 0.4930 eV

These are the natural (NBO) partial charges, in e, on atoms 1 to 5: -0.34, -0.46, -0.53, 0.31, 0.45

---

No. 3
Entry from the Open Molecules 2025 dataset: a molecular structure, C3H3FO at a distorted geometry (ωB97M-V/def2-TZVPD).

```
! RIJCOSX wB97M-V def2-TZVPD def2/J DEFGRID3
* xyz 0 1
F -0.8474 -0.1329 -2.5853
O 1.1958 -0.6056 0.6501
C -0.5476 0.3830 0.2486
C 0.6664 0.7514 0.7399
C 0.0016 -0.9317 0.1410
H 1.2587 1.5817 1.0593
H -0.2571 -1.8987 -0.2481
H -1.4705 0.8528 -0.0054
*
```

Kohn-Sham gap (spin up / spin down) = 5.43 / 8.99 eV
Energy above the lowest of the compared OMol25 structures with the same formula, charge and spin = 509.71 kJ/mol
E_HOMO (spin up / spin down) = -8.52 / -10.57 eV
LUMO (spin up / spin down) = -3.0928 / -1.5744 eV

These are the natural (NBO) partial charges, in e, on atoms 1 to 5: -0.44, -0.47, -0.35, 0.18, 0.37

---

No. 4
Entry from the Open Molecules 2025 dataset: 2 unconnected molecules or ions with the total composition C3H3FO at a distorted geometry (ωB97M-V/def2-TZVPD).

```
! RIJCOSX wB97M-V def2-TZVPD def2/J DEFGRID3
* xyz 0 1
F -0.3043 -2.4833 0.0354
O -2.5595 0.5374 -0.0111
C 1.0576 0.7501 -0.1116
C -0.1641 0.2186 0.1179
C -1.4136 0.5855 0.0657
H 1.2346 1.7604 -0.1063
H 0.1091 -1.5778 -0.0322
H 2.0402 0.2090 0.0421
*
```

Kohn-Sham gap = 8.69 eV
Energy above the lowest of the compared OMol25 structures with the same formula, charge and spin = 151.84 kJ/mol
E_HOMO = -9.94 eV
LUMO = -1.2458 eV

These are the natural (NBO) partial charges, in e, on atoms 1 to 5: -0.60, -0.39, -0.21, -0.47, 0.72

---

No. 5
Entry from the Open Molecules 2025 dataset: C3H3FO2 in the gas phase at a distorted geometry (ωB97M-V/def2-TZVPD).

```
! RIJCOSX wB97M-V def2-TZVPD def2/J DEFGRID3
* xyz 0 1
F -3.2975 1.9090 -0.7439
O -0.6677 1.6778 -1.8291
O -2.8407 0.1008 0.5542
C -0.0508 0.0063 -0.1146
C -0.9219 1.0587 -0.8517
C -2.4703 0.9260 -0.2044
H -0.3024 0.0883 1.0389
H -0.3102 -0.8991 -0.5409
H 0.9701 0.2451 -0.3652
*
```

Kohn-Sham gap = 10.19 eV
Energy above the lowest of the compared OMol25 structures with the same formula, charge and spin = 25.73 kJ/mol
E_HOMO = -10.50 eV
LUMO = -0.3060 eV

These are the natural (NBO) partial charges, in e, on atoms 1 to 5: -0.34, -0.46, -0.50, -0.71, 0.52

---

No. 6
Entry from the Open Molecules 2025 dataset: C3H3FO2 in the gas phase at a distorted geometry (ωB97M-V/def2-TZVPD).

```
! RIJCOSX wB97M-V def2-TZVPD def2/J DEFGRID3
* xyz 0 3
F 1.8345 1.4699 0.4149
O 1.7868 -0.6369 -0.3024
O -0.2716 -1.8322 0.4390
C 1.1787 0.3405 -0.0425
C -0.9630 -0.8684 0.2136
C -0.3893 0.4419 -0.1058
H -0.4719 1.3847 0.4789
H -2.0910 -1.0644 0.0364
H -0.6132 0.7647 -1.1321
*
```

Kohn-Sham gap (spin up / spin down) = 7.63 / 8.88 eV
Energy above the lowest of the compared OMol25 structures with the same formula, charge and spin = 0.00 kJ/mol
E_HOMO (spin up / spin down) = -6.80 / -11.54 eV
LUMO (spin up / spin down) = 0.8305 / -2.6683 eV

These are the natural (NBO) partial charges, in e, on atoms 1 to 5: -0.35, -0.50, -0.15, 0.88, -0.04

---

No. 7
Entry from the Open Molecules 2025 dataset: a molecular structure, C3H3FO3Tl at a distorted geometry (ωB97M-V/def2-TZVPD).

```
! RIJCOSX wB97M-V def2-TZVPD def2/J DEFGRID3
* xyz 2 2
Tl -3.9862 -2.4731 -1.7952
F 0.7749 1.8013 -0.7315
O 0.6325 -0.9044 -0.2224
O -1.3474 -1.3588 -1.0398
O -0.9286 0.5569 0.1094
C 0.3218 1.2045 0.3487
C 1.2858 0.0188 0.6561
C -0.6082 -0.6073 -0.4702
H 1.2197 -0.3479 1.6804
H 0.3367 1.9193 1.1715
H 2.2991 0.1909 0.2929
*
```

Kohn-Sham gap (spin up / spin down) = 13.19 / 6.04 eV
Energy above the lowest of the compared OMol25 structures with the same formula, charge and spin = 0.00 kJ/mol
E_HOMO (spin up / spin down) = -21.23 / -21.05 eV
LUMO (spin up / spin down) = -8.0391 / -15.0140 eV

These are the natural (NBO) partial charges, in e, on atoms 1 to 5: 1.00, -0.25, -0.16, -0.31, -0.41

---

No. 8
Entry from the Open Molecules 2025 dataset: 2 unconnected molecules or ions with the total composition C3H3FOS at a distorted geometry (ωB97M-V/def2-TZVPD).

```
! RIJCOSX wB97M-V def2-TZVPD def2/J DEFGRID3
* xyz 0 1
S -0.7264 -0.6627 -1.1049
F -0.4224 0.2903 1.8001
O 0.6752 -2.7881 -1.4383
C -0.4970 1.0496 -0.3552
C 0.6083 -1.7320 -0.5969
C -0.3282 1.3276 0.8882
H 0.0946 2.3940 1.1405
H 1.2128 -1.6147 0.7440
H -0.6168 1.7359 -1.0775
*
```

Kohn-Sham gap = 9.57 eV
Energy above the lowest of the compared OMol25 structures with the same formula, charge and spin = 335.65 kJ/mol
E_HOMO = -9.71 eV
LUMO = -0.1436 eV

These are the natural (NBO) partial charges, in e, on atoms 1 to 5: 0.27, -0.34, -0.56, -0.39, 0.17

---

No. 9
Entry from the Open Molecules 2025 dataset: a molecular structure, C3H3FeLiO2 at a distorted geometry (ωB97M-V/def2-TZVPD).

```
! RIJCOSX wB97M-V def2-TZVPD def2/J DEFGRID3
* xyz 2 5
Fe -0.3794 -0.3914 -1.1143
O -0.2105 -2.1311 1.0605
O 1.1254 0.9810 -1.5287
C 1.9541 -2.1564 -0.0313
C 2.0527 1.5669 -1.8109
C 0.4830 -1.8484 0.1016
Li -1.3675 -1.2467 2.1304
H 2.4979 -1.3120 -0.4580
H 2.4158 -2.3489 0.9346
H 2.0726 -2.9972 -0.7132
*
```

Kohn-Sham gap (spin up / spin down) = 8.19 / 7.35 eV
E_HOMO (spin up / spin down) = -17.97 / -18.25 eV
LUMO (spin up / spin down) = -9.7856 / -10.8976 eV

These are the natural (NBO) partial charges, in e, on atoms 1 to 5: 1.30, -0.69, -0.73, -0.76, 0.77

---

No. 10
Entry from the Open Molecules 2025 dataset: a molecular structure, C3H3GdO2 at a distorted geometry (ωB97M-V/def2-TZVPD).

```
! RIJCOSX wB97M-V def2-TZVPD def2/J DEFGRID3
* xyz 3 9
Gd -1.3778 -5.7696 1.0720
O -0.2700 -0.9935 0.5599
O -1.0803 -3.0826 1.1220
C 0.6044 1.6556 -0.9828
C -0.7375 -2.0445 0.7230
C 0.6945 2.7562 -0.3614
H 1.0816 3.5666 -1.0108
H 0.6362 0.9456 -1.8070
H 0.4489 2.9663 0.6850
*
```

Kohn-Sham gap (spin up / spin down) = 6.14 / 2.49 eV
Energy above the lowest of the compared OMol25 structures with the same formula, charge and spin = 147.48 kJ/mol
E_HOMO (spin up / spin down) = -18.88 / -23.01 eV
LUMO (spin up / spin down) = -12.7401 / -20.5133 eV

These are the Löwdin partial charges, in e, on atoms 1 to 5: 1.77, 0.35, 0.14, 0.38, -0.25

---

No. 11
Entry from the Open Molecules 2025 dataset: a molecular structure, C3H3HgLiO4 at a distorted geometry (ωB97M-V/def2-TZVPD).

```
! RIJCOSX wB97M-V def2-TZVPD def2/J DEFGRID3
* xyz 0 1
Hg 3.6318 0.1033 -0.6295
O 2.2686 1.0170 0.4487
O -1.1298 0.5337 -0.1440
O 0.6432 2.5212 0.1193
O 0.5326 -0.9401 -0.2308
C 1.0680 1.3878 0.2758
C 0.1264 0.2088 -0.1580
C -2.0936 -0.5237 -0.0460
Li 1.9530 -1.9853 0.4278
H -3.0712 -0.0375 -0.0648
H -1.9448 -1.0711 0.8920
H -1.9842 -1.2141 -0.8906
*
```

Kohn-Sham gap = 6.10 eV
Energy above the lowest of the compared OMol25 structures with the same formula, charge and spin = 6.79 kJ/mol
E_HOMO = -7.12 eV
LUMO = -1.0217 eV

These are the natural (NBO) partial charges, in e, on atoms 1 to 5: 0.14, -0.94, -0.44, -0.60, -0.77

---

No. 12
Entry from the Open Molecules 2025 dataset: a molecular structure, C3H3HgO4 at a distorted geometry (ωB97M-V/def2-TZVPD).

```
! RIJCOSX wB97M-V def2-TZVPD def2/J DEFGRID3
* xyz 1 3
Hg -3.8353 -0.1167 -0.1997
O 0.5515 0.1354 -0.6928
O -1.3903 -0.7269 -0.1197
O 3.9105 -0.0031 0.4720
O 0.2659 -0.9167 1.2307
C 1.7940 0.7666 -0.3587
C -0.2676 -0.3481 0.2007
C 2.7743 -0.2486 0.2177
H 2.1849 1.2090 -1.2840
H 1.6884 1.5379 0.4190
H 1.8818 -0.8646 1.0100
*
```

Kohn-Sham gap (spin up / spin down) = 9.91 / 6.34 eV
Energy above the lowest of the compared OMol25 structures with the same formula, charge and spin = 18.73 kJ/mol
E_HOMO (spin up / spin down) = -14.25 / -14.58 eV
LUMO (spin up / spin down) = -4.3334 / -8.2439 eV

These are the natural (NBO) partial charges, in e, on atoms 1 to 5: 0.92, -0.47, -0.72, -0.29, -0.52

---

no.,total energy (eV)
1,-19688.2370
2,-7921.8987
3,-7918.0113
4,-7921.7204
5,-9971.2937
6,-9967.5474
7,-16691.7308
8,-18755.5620
9,-41826.7130
10,-28049.8436
11,-15728.7903
12,-15512.2720